Computed, not measured: a structure of composition C22H26AuN2O3Te in a non-equilibrium geometry, with the ωB97M-V functional and the def2-TZVPD basis.

Charge ... +1
<S²> ... 2.016
HOMO (alpha / beta) ... -11.04 / -11.33 eV
M ... 691.028 g mol⁻¹
Energy relative to the best compared isomer or geometry (same formula, charge and spin) ... 9.1 kcal/mol
Multiplicity ... 3

Positions of all 55 atoms, in Å:
Au -0.35713 -0.61513 0.92719
C 2.25998 2.22131 2.09466
C 1.80340 2.10135 0.64930
C 2.44376 3.12800 -0.26647
O 2.07967 0.77585 0.13607
C 0.25057 2.17550 0.55902
O -0.26952 2.82495 -0.34407
O -0.45297 1.46785 1.40963
H 3.33737 2.06432 2.16693
H 1.74861 1.47717 2.70299
H 2.02657 3.20946 2.48928
H 3.52860 3.01154 -0.25765
H 2.19432 4.13682 0.05688
H 2.07130 2.98953 -1.27860
H 3.03593 0.64474 0.16891
N -0.28122 -1.77631 -1.77651
C -0.16308 -3.12995 -1.44293
C -0.28300 -4.08543 -2.42879
C -0.19150 -5.45589 -2.16066
C 0.04050 -5.89093 -0.88873
C 0.14420 -4.95660 0.16091
C 0.36077 -5.38870 1.48556
C 0.40701 -4.47696 2.50011
C 0.22472 -3.12877 2.19044
N 0.04142 -2.67660 0.95941
C 0.01426 -3.56002 -0.09048
H -0.39399 -1.64348 -2.77162
H 0.46016 -1.18370 -1.42072
H -0.42489 -3.75748 -3.45156
H -0.28768 -6.16372 -2.97213
H 0.13648 -6.94402 -0.66210
H 0.47905 -6.44815 1.67227
H 0.54711 -4.77755 3.52763
H 0.23634 -2.39283 2.98235
C -7.71765 -1.38059 2.45420
C -6.46594 -0.90883 1.77892
C -5.74720 0.17160 2.28035
C -4.60646 0.64125 1.64976
C -3.83821 1.79507 2.23118
C -4.17202 -0.00057 0.47948
Te -2.47432 0.70429 -0.53664
C -4.87856 -1.09699 -0.04781
C -4.41856 -1.79460 -1.29984
C -6.00980 -1.53169 0.61860
H -7.83753 -0.91981 3.43241
H -7.71757 -2.46403 2.57162
H -8.58320 -1.11260 1.84512
H -6.08721 0.65898 3.18602
H -4.40070 2.28101 3.02527
H -3.61492 2.53438 1.45887
H -2.89039 1.44781 2.64751
H -3.32995 -1.89219 -1.31268
H -4.72026 -1.22099 -2.17961
H -4.85600 -2.78750 -1.38080
H -6.55243 -2.38413 0.22577